Record 1
{"formula": "C43H50N10V", "method": "ωB97M-V/def2-TZVPD", "e_lumo_ev": [-3.8563, -3.8571], "largest_force_ev_per_a": 1.7, "e_homo_ev": [-9.460, -9.460], "total_charge": 1, "orbital_gap_ev": [5.604, 5.603], "multiplicity": 1, "total_energy_ha": -3159.9995, "elements": ["V", "C", "C", "C", "C", "C", "C", "C", "C", "C", "C", "C", "C", "C", "C", "C", "C", "N", "C", "C", "C", "N", "C", "C", "C", "N", "C", "C", "C", "C", "C", "C", "C", "C", "C", "C", "C", "C", "N", "C", "C", "H", "H", "H", "H", "H", "H", "H", "H", "H", "H", "H", "H", "H", "H", "H", "H", "H", "H", "H", "H", "H", "H", "H", "H", "H", "H", "H", "H", "H", "H", "H", "H", "H", "H", "H", "H", "H", "H", "H", "H", "H", "H", "H", "H", "N", "C", "N", "C", "N", "C", "C", "N", "C", "C", "N", "H", "H", "H", "H", "H", "N", "C", "H"], "coordinates": [[0.282471, -0.084502, 0.375564], [1.622796, 4.928501, 4.240969], [0.767715, 5.057156, 2.971323], [1.037403, 3.959637, 1.986532], [1.929425, 3.971780, 0.936208], [2.821434, 5.093685, 0.497433], [4.213878, 5.031541, 1.143612], [1.936232, 2.677980, 0.360215], [2.829063, 2.180274, -0.547093], [2.961020, 0.847396, -0.922931], [4.032492, 0.361174, -1.759800], [5.096706, 1.206925, -2.395183], [4.633073, 1.834849, -3.716306], [3.842883, -0.974909, -1.897130], [2.646593, -1.299539, -1.154029], [2.080881, -2.555408, -1.142124], [0.941425, -2.937524, -0.459642], [0.195392, -2.086452, 0.306399], [-0.636760, -2.896671, 1.028353], [-1.348847, -2.471958, 2.133879], [-1.292822, -1.222077, 2.714937], [-0.578948, -0.136252, 2.242214], [-0.837167, 0.872163, 3.129871], [-0.361160, 2.176531, 3.031518], [0.475689, 2.662596, 2.066269], [0.932063, 1.878847, 0.972245], [-1.714127, 0.426659, 4.186048], [-2.000407, -0.876934, 3.929383], [-2.843202, -1.820145, 4.734246], [-2.010705, -2.740341, 5.638488], [-2.127005, 1.261265, 5.360578], [-1.013035, 1.388976, 6.410063], [-0.530991, -4.268312, 0.586465], [0.464837, -4.294545, -0.338867], [0.990011, -5.457901, -1.123865], [0.441220, -5.490532, -2.557428], [-1.366916, -5.400313, 1.100783], [-2.788587, -5.385022, 0.524036], [2.127579, -0.171709, -0.545776], [4.698729, -1.943317, -2.655923], [5.766187, -2.593181, -1.766381], [1.389146, 5.725855, 4.948014], [2.686431, 4.987980, 4.002977], [1.449600, 3.971197, 4.737865], [0.962888, 6.018789, 2.497387], [-0.290317, 5.055101, 3.237465], [2.347625, 6.043553, 0.746904], [2.913216, 5.073332, -0.589834], [4.147956, 5.137181, 2.228530], [4.849859, 5.832722, 0.766218], [4.708057, 4.079416, 0.935887], [3.561962, 2.874300, -0.940648], [5.979002, 0.591028, -2.574355], [5.415601, 1.990689, -1.704474], [4.393270, 1.057867, -4.446796], [5.407521, 2.473031, -4.145943], [3.734867, 2.440712, -3.570508], [2.610573, -3.329367, -1.683390], [-1.957870, -3.213119, 2.638758], [-0.642776, 2.862370, 3.821882], [-3.462389, -2.423099, 4.066016], [-3.535456, -1.245838, 5.349541], [-1.272284, -3.301769, 5.062461], [-2.646706, -3.454191, 6.164280], [-1.468296, -2.156615, 6.385458], [-3.009449, 0.819009, 5.822177], [-2.430011, 2.255811, 5.023550], [-0.712711, 0.404435, 6.775952], [-1.344549, 1.982578, 7.264168], [-0.124733, 1.866814, 5.989039], [0.731972, -6.385575, -0.613097], [2.081408, -5.421411, -1.149876], [-0.650883, -5.493233, -2.551947], [0.780775, -6.381181, -3.087505], [0.764989, -4.613866, -3.124729], [-1.409921, -5.359680, 2.192209], [-0.884326, -6.345825, 0.854008], [-3.282081, -4.428705, 0.715719], [-3.398523, -6.175641, 0.962539], [-2.769596, -5.532519, -0.557662], [5.177731, -1.421013, -3.486092], [4.077111, -2.718215, -3.109112], [6.419191, -1.835628, -1.329169], [6.384146, -3.285749, -2.338119], [5.306100, -3.145665, -0.944372], [-4.299692, -0.098670, -0.243530], [-3.256854, -0.174323, 0.584225], [-2.154189, -0.306193, -0.122467], [-2.601033, -0.278762, -1.401717], [-3.901756, -0.164317, -1.533639], [-1.667413, -0.287788, -2.531059], [-2.111435, -0.297680, -3.849096], [-1.265694, -0.224236, -4.868027], [0.025714, -0.118525, -4.548820], [0.465564, -0.118731, -3.239067], [-0.378529, -0.226335, -2.210588], [-5.275786, -0.000068, -0.020982], [-3.334892, -0.128310, 1.661795], [-3.171629, -0.360731, -4.065818], [0.734649, -0.032030, -5.364347], [1.517572, -0.015600, -3.020396], [-1.008505, 2.539455, -0.615394], [-0.302103, 1.662126, -0.094395], [-0.787425, 3.511057, -0.388405]], "atomic_forces_ev_per_a": [[-1.077, 1.075, -0.859], [-0.011, -0.015, -0.025], [0.113, -0.085, 0.025], [0.151, 0.258, 0.094], [-0.015, 0.263, 0.014], [0.059, -0.085, 0.136], [-0.021, -0.020, 0.009], [-0.461, -0.501, 0.235], [0.165, -0.017, -0.175], [-0.102, 0.041, 0.029], [0.031, 0.334, -0.070], [-0.045, -0.008, -0.009], [-0.034, -0.036, 0.012], [-0.102, -0.195, -0.086], [-0.008, 0.243, 0.071], [0.008, -0.134, -0.070], [-0.248, 0.192, -0.019], [0.383, -1.121, 0.357], [-0.017, 0.142, -0.238], [-0.103, -0.136, 0.000], [0.217, 0.231, 0.111], [-0.029, -0.338, 0.412], [-0.049, 0.105, -0.179], [-0.112, -0.048, 0.187], [0.019, -0.473, -0.523], [0.608, 0.425, 0.476], [0.103, 0.220, 0.128], [-0.048, -0.175, -0.101], [0.108, -0.047, 0.028], [0.031, 0.052, -0.007], [0.083, 0.000, 0.020], [-0.007, -0.029, -0.021], [-0.098, -0.107, 0.168], [0.119, -0.118, -0.181], [-0.071, 0.061, -0.040], [-0.006, 0.055, 0.042], [-0.038, 0.082, -0.068], [0.019, 0.027, -0.011], [0.267, -0.309, -0.001], [0.020, -0.003, 0.083], [-0.037, 0.021, 0.013], [0.001, -0.032, -0.047], [-0.064, -0.007, 0.013], [0.001, 0.040, -0.027], [0.007, 0.038, -0.016], [-0.033, 0.001, 0.009], [-0.005, 0.020, 0.001], [0.025, 0.001, -0.017], [-0.009, -0.011, -0.080], [-0.029, -0.012, 0.005], [-0.046, 0.047, -0.002], [-0.044, -0.027, -0.016], [0.015, -0.003, -0.001], [-0.002, -0.007, 0.005], [0.001, 0.042, 0.042], [-0.031, -0.046, 0.046], [0.044, -0.023, 0.002], [-0.024, 0.015, 0.009], [0.035, 0.028, -0.021], [-0.041, -0.026, -0.068], [-0.005, -0.025, -0.014], [-0.034, 0.024, 0.009], [-0.034, 0.019, 0.001], [0.005, 0.050, -0.030], [-0.022, -0.025, -0.046], [-0.029, -0.018, 0.020], [-0.002, -0.002, -0.005], [-0.023, 0.057, -0.022], [0.001, -0.033, -0.064], [-0.049, -0.035, 0.018], [-0.016, -0.015, 0.011], [0.015, -0.018, 0.004], [0.044, -0.016, 0.004], [0.008, 0.027, 0.028], [-0.020, -0.032, 0.046], [-0.009, 0.012, 0.000], [0.005, -0.023, 0.002], [0.029, -0.037, 0.012], [0.028, 0.009, -0.009], [0.013, 0.015, 0.039], [0.015, 0.007, 0.013], [-0.003, 0.006, -0.012], [-0.023, -0.016, -0.014], [-0.020, 0.014, -0.005], [0.005, 0.022, -0.026], [-0.083, -0.015, -0.222], [0.042, -0.022, 0.206], [0.518, 0.058, 0.080], [0.134, -0.056, -0.429], [0.029, 0.004, 0.445], [-0.126, -0.037, 0.332], [0.089, 0.011, -0.198], [0.103, 0.014, 0.185], [-0.249, -0.023, -0.204], [0.056, -0.022, 0.293], [0.246, 0.030, 0.053], [-0.018, 0.008, 0.005], [0.016, 0.003, -0.119], [0.057, 0.003, 0.001], [-0.041, -0.003, 0.022], [0.082, -0.040, 0.078], [0.726, -0.125, 0.510], [-0.975, 0.383, -0.758], [-0.051, -0.002, -0.043]]}

***

Record 2
{"formula": "C43H50N8O2P", "method": "ωB97M-V/def2-TZVPD", "e_lumo_ev": 1.8360, "largest_force_ev_per_a": 1.3, "e_homo_ev": -3.074, "total_charge": -1, "orbital_gap_ev": 4.910, "multiplicity": 1, "total_energy_ha": -2598.2348, "elements": ["O", "C", "O", "C", "C", "P", "H", "H", "H", "H", "H", "H", "H", "H", "H", "H", "N", "C", "C", "C", "C", "C", "H", "H", "H", "H", "H", "N", "C", "C", "C", "C", "C", "H", "H", "H", "H", "H", "N", "C", "C", "C", "C", "C", "H", "H", "H", "H", "H", "N", "C", "C", "C", "C", "C", "H", "H", "H", "H", "H", "N", "C", "C", "C", "C", "C", "H", "H", "H", "H", "H", "N", "C", "C", "C", "C", "C", "H", "H", "H", "H", "H", "N", "C", "C", "C", "C", "C", "H", "H", "H", "H", "H", "N", "C", "C", "C", "C", "C", "H", "H", "H", "H", "H"], "coordinates": [[2.195780, 0.766463, 4.015121], [2.013937, -0.273705, 3.422399], [2.100626, -0.428166, 2.075063], [3.437939, -0.946887, 1.786373], [4.440347, 0.116173, 1.416776], [3.805711, 1.478815, 0.176910], [1.748681, -1.197141, 3.951948], [3.756434, -1.461667, 2.695885], [3.334938, -1.666119, 0.984724], [4.723245, 0.651683, 2.320590], [5.343881, -0.349190, 1.029249], [2.622740, 0.653728, -0.201413], [4.548515, 0.851012, -0.947595], [5.022030, 2.258321, 0.508222], [3.078249, 2.083452, 1.302928], [3.309615, 2.547853, -0.705713], [-0.661662, 4.158701, 2.429274], [-1.923879, 3.992075, 2.031052], [-2.430578, 2.792728, 1.559574], [-1.573478, 1.703233, 1.501140], [-0.261927, 1.851013, 1.907229], [0.150882, 3.098263, 2.362910], [-2.557135, 4.872200, 2.097098], [-3.465483, 2.715240, 1.249066], [-1.910969, 0.741669, 1.134637], [0.402156, 0.993604, 1.854854], [1.171965, 3.253036, 2.686194], [0.242358, 5.117172, -1.925264], [-0.098927, 5.594079, -3.119558], [-1.295792, 5.308980, -3.760888], [-2.191677, 4.471316, -3.115313], [-1.854635, 3.962184, -1.872216], [-0.629531, 4.314440, -1.319837], [0.636168, 6.243948, -3.586253], [-1.518088, 5.727820, -4.733902], [-3.138454, 4.218189, -3.577636], [-2.521776, 3.302782, -1.334800], [-0.326908, 3.935964, -0.350375], [-1.558975, 5.983936, -7.016265], [-0.301144, 6.371437, -7.208044], [0.202065, 6.768682, -8.438022], [-0.649453, 6.760069, -9.530184], [-1.962235, 6.356115, -9.348757], [-2.364060, 5.980395, -8.076565], [0.331945, 6.359175, -6.326686], [1.234376, 7.075371, -8.533521], [-0.297756, 7.063280, -10.508505], [-2.659576, 6.336615, -10.175083], [-3.383486, 5.660794, -7.889698], [-0.635081, -1.385765, 0.306585], [-1.379340, -2.448226, 0.009867], [-1.065033, -3.349158, -0.995438], [0.087343, -3.129241, -1.735323], [0.871923, -2.027828, -1.438450], [0.471953, -1.186935, -0.408573], [-2.274127, -2.578820, 0.611213], [-1.706219, -4.198062, -1.193287], [0.368753, -3.808469, -2.530733], [1.779438, -1.819140, -1.987454], [1.065559, -0.317611, -0.135156], [1.691135, -3.620197, 3.947125], [2.845351, -4.191682, 4.279087], [3.015536, -5.562424, 4.410192], [1.924576, -6.385083, 4.185682], [0.715771, -5.804334, 3.837400], [0.653780, -4.423014, 3.730460], [3.672989, -3.510365, 4.446489], [3.978889, -5.971328, 4.681905], [2.013256, -7.459573, 4.282607], [-0.162171, -6.409061, 3.651401], [-0.271503, -3.926867, 3.455177], [-3.164535, 9.257642, -11.678080], [-4.328344, 9.679891, -12.166442], [-5.120215, 10.635806, -11.549072], [-4.680537, 11.182481, -10.354504], [-3.472586, 10.753919, -9.830917], [-2.756165, 9.795161, -10.530834], [-4.637442, 9.224604, -13.100963], [-6.057117, 10.941487, -11.993815], [-5.270451, 11.929645, -9.839586], [-3.091985, 11.150926, -8.900307], [-1.805726, 9.431578, -10.157131], [1.985715, -9.435456, 6.254888], [3.139607, -10.010043, 6.585141], [3.310145, -11.379672, 6.714093], [2.218945, -12.201315, 6.489405], [1.009332, -11.621458, 6.145950], [0.946238, -10.241044, 6.041727], [3.968118, -9.331181, 6.754672], [4.273953, -11.788350, 6.983742], [2.309228, -13.276033, 6.580608], [0.131011, -12.224529, 5.962693], [0.018257, -9.746751, 5.774779], [-0.592425, -7.376686, 8.959074], [-1.541723, -6.725889, 9.627373], [-2.234215, -5.637714, 9.119277], [-1.922189, -5.197738, 7.843287], [-0.936486, -5.861796, 7.132726], [-0.304107, -6.941277, 7.732703], [-1.753726, -7.100027, 10.623403], [-2.996818, -5.148661, 9.709802], [-2.437596, -4.350167, 7.410086], [-0.659735, -5.551577, 6.135578], [0.473798, -7.491728, 7.212744]], "atomic_forces_ev_per_a": [[-0.340, -0.945, -0.716], [0.077, 1.171, 0.614], [0.317, 0.153, 0.637], [0.395, 0.040, -0.213], [-0.468, 0.373, 0.265], [0.131, 0.116, -0.169], [0.019, -0.170, -0.072], [0.072, -0.459, 0.009], [-0.288, -0.257, -0.188], [0.056, 0.292, 0.170], [0.121, -0.225, -0.247], [0.049, 0.037, 0.103], [0.013, -0.088, -0.118], [-0.010, 0.081, 0.102], [-0.090, -0.006, 0.043], [0.143, -0.084, -0.102], [0.004, -0.155, -0.016], [0.049, 0.094, 0.067], [0.048, 0.043, 0.053], [-0.240, -0.083, -0.112], [-0.001, -0.208, -0.070], [-0.061, 0.099, 0.038], [-0.019, -0.014, -0.026], [0.000, 0.024, 0.008], [0.032, -0.014, 0.003], [0.091, 0.383, -0.011], [0.058, -0.072, -0.029], [-0.085, 0.051, -0.069], [0.039, 0.009, 0.037], [0.042, 0.084, 0.032], [-0.018, -0.033, 0.033], [-0.010, 0.019, -0.062], [0.106, -0.034, 0.084], [-0.028, 0.014, -0.034], [-0.006, -0.074, 0.055], [0.002, -0.001, -0.006], [0.024, -0.015, 0.037], [-0.024, -0.039, 0.005], [-0.027, 0.077, -0.234], [0.027, -0.029, 0.146], [-0.023, 0.008, -0.027], [0.035, 0.013, -0.039], [-0.015, -0.006, -0.022], [-0.050, -0.015, 0.062], [0.041, 0.007, -0.024], [0.016, -0.009, 0.022], [-0.009, -0.004, -0.010], [-0.015, 0.018, 0.001], [-0.016, -0.001, -0.047], [-0.159, -0.118, 0.005], [0.022, 0.011, 0.000], [-0.024, -0.024, 0.012], [0.055, 0.009, -0.013], [-0.059, -0.118, -0.031], [-0.033, 0.256, 0.180], [-0.031, -0.053, -0.022], [-0.019, -0.005, 0.008], [-0.002, -0.009, -0.009], [0.035, 0.075, 0.033], [0.038, -0.113, -0.139], [0.013, -0.141, 0.064], [0.054, 0.091, 0.009], [-0.041, 0.024, -0.006], [0.001, -0.109, -0.022], [0.043, 0.004, -0.029], [-0.113, 0.100, -0.055], [0.034, -0.032, 0.004], [0.017, 0.013, 0.006], [0.005, 0.002, 0.057], [-0.014, 0.013, -0.026], [-0.016, -0.032, -0.020], [-0.025, 0.018, 0.029], [0.016, -0.058, -0.063], [0.011, 0.004, 0.014], [-0.029, 0.029, 0.021], [-0.020, 0.013, -0.017], [0.106, -0.075, -0.016], [-0.045, 0.027, -0.007], [-0.007, -0.012, -0.017], [-0.005, 0.003, 0.005], [0.022, -0.013, 0.008], [-0.008, 0.032, 0.074], [-0.054, -0.136, -0.034], [0.070, 0.145, 0.012], [-0.015, -0.006, -0.003], [-0.003, -0.048, 0.003], [-0.005, -0.017, -0.003], [-0.010, 0.138, -0.011], [0.035, -0.035, 0.013], [0.017, 0.017, 0.007], [0.000, -0.006, 0.001], [-0.020, 0.013, -0.005], [-0.040, -0.045, 0.012], [-0.045, 0.027, -0.023], [0.029, -0.056, 0.054], [0.003, 0.000, -0.010], [-0.030, 0.034, -0.018], [-0.042, -0.004, 0.038], [0.079, -0.115, -0.008], [-0.041, 0.033, 0.012], [0.001, -0.004, 0.022], [0.006, 0.011, -0.002], [0.051, 0.008, 0.001], [0.030, 0.067, -0.056]]}